One molecule with the formula C25H31N5O5. Source: the Open Molecules 2025 dataset; level of theory: ωB97M-V/def2-TZVPD.

CARTESIAN COORDINATES (ANGSTROEM)
C -2.9508 -2.5325 4.0971
C -3.5633 -1.9014 2.8475
N -2.5686 -1.8088 1.7870
C -2.2869 -0.4610 1.3290
C -1.5729 0.3712 2.3902
C -2.7418 -2.7813 0.7324
C -3.8977 -2.5342 -0.2694
N -3.5287 -1.6217 -1.3278
C -2.8027 -2.0334 -2.3813
O -2.5162 -3.1898 -2.6110
C -2.3422 -0.8705 -3.2777
N -1.3824 -0.0438 -2.5824
C -1.7589 0.9339 -1.7359
O -2.9276 1.2638 -1.5839
C -0.6157 1.5481 -1.0000
N 0.4489 0.8092 -0.9469
N 1.5242 1.1924 -0.2840
C 2.5817 0.2411 -0.2318
C 3.8336 0.5584 -0.7186
C 4.8731 -0.3534 -0.6576
C 4.6469 -1.6055 -0.0995
O 5.5772 -2.5874 0.0162
C 6.8843 -2.3352 -0.4435
C 3.3830 -1.9286 0.3989
C 2.3421 -1.0174 0.3492
O 1.0983 -1.2343 0.8386
C 0.8431 -2.4449 1.5195
C 1.6562 2.3956 0.4050
O 2.6836 2.6714 0.9914
C 0.4662 3.2455 0.3487
C 0.4807 4.4758 1.0080
C -0.6312 5.2862 0.9804
C -1.7738 4.8778 0.2942
C -1.8079 3.6678 -0.3613
C -0.6879 2.8277 -0.3425
H -2.5834 -3.5300 3.8703
H -3.6936 -2.6046 4.8879
H -2.1165 -1.9332 4.4500
H -4.4195 -2.5067 2.5268
H -3.9444 -0.9061 3.0925
H -1.6262 -0.5469 0.4638
H -3.2002 0.0736 1.0145
H -2.1677 0.4561 3.2955
H -1.3964 1.3732 2.0049
H -0.6162 -0.0768 2.6409
H -2.8974 -3.7518 1.2089
H -1.8164 -2.8385 0.1528
H -4.1505 -3.4874 -0.7407
H -4.7767 -2.1391 0.2423
H -3.6712 -0.6286 -1.1953
H -3.2015 -0.2461 -3.5372
H -1.8853 -1.2749 -4.1812
H -0.4224 -0.3526 -2.5220
H 4.0006 1.5356 -1.1430
H 5.8395 -0.0741 -1.0421
H 6.8992 -2.1327 -1.5189
H 7.4474 -3.2448 -0.2409
H 7.3430 -1.4985 0.0920
H 3.2588 -2.9079 0.8296
H 0.9350 -3.3039 0.8483
H 1.5230 -2.5710 2.3672
H -0.1831 -2.3697 1.8789
H 1.3813 4.7612 1.5302
H -0.6209 6.2385 1.4891
H -2.6427 5.5190 0.2763
H -2.6935 3.3474 -0.8850

Summary:
* energy above the lowest of the compared OMol25 structures with the same formula, charge and spin: 370.2 kJ/mol
* calculated total energy: -1621.25728 a.u.
* net charge: 0
* structure (SMILES): CCN(CC)CCNC(=O)CNC(=O)c1nn(-c2ccc(OC)cc2OC)c(=O)c2ccccc12


C28H52BaCl2N3O4Si2 as an isolated structure. Source: the Open Molecules 2025 dataset; level of theory: ωB97M-V/def2-TZVPD.

CARTESIAN COORDINATES (ANGSTROEM)
C -1.6143 -0.5426 -4.7783
C -1.2125 -1.6874 -3.9009
H -1.9055 -0.9029 -5.7761
H -0.7784 0.1695 -4.8922
H -2.4548 0.0046 -4.3290
C -0.5149 -2.7395 -4.3707
C 0.0079 -2.8670 -5.7609
H -0.3511 -3.6097 -3.7326
H 0.3425 -1.9016 -6.1673
H -0.7412 -3.2881 -6.4493
H 0.8680 -3.5491 -5.7605
Ba 0.4609 1.6939 -1.0851
Cl 2.2772 2.0971 -3.5950
C -0.8389 -1.9308 1.5771
O -0.1688 -0.7654 1.4459
N -0.3138 -2.9447 2.2101
C 1.0904 -3.0008 2.6519
C -1.1113 -4.1653 2.3739
H -1.8343 -2.0069 1.1454
H 1.7622 -2.8797 1.7917
H 1.2328 -3.9773 3.1199
H 1.2785 -2.2227 3.3946
H -2.0635 -4.0500 1.8503
H -1.2927 -4.3654 3.4377
H -0.5761 -5.0185 1.9447
H 0.7860 3.0777 4.8989
H -1.0325 4.8035 5.2633
C 0.9556 3.4855 3.8963
C -0.7996 5.1934 4.2627
N -0.2534 4.1376 3.4175
H 1.2244 2.6758 3.2231
C -0.7216 3.9266 2.1765
O -0.2335 3.1190 1.3620
H -1.7190 5.5666 3.8014
H -1.6106 4.5476 1.9345
H 1.7797 4.2065 3.9635
H -0.0864 6.0261 4.3611
H 1.2916 -0.8995 -4.1185
H 2.3302 -3.5498 -3.5090
C 2.3594 -0.7428 -3.8998
C 3.1977 -2.9368 -3.2130
N 2.8038 -1.5853 -2.8297
H 2.5017 0.3589 -3.6262
C 2.7487 -1.2242 -1.5253
O 2.2559 -0.1553 -1.1023
H 3.7034 -3.4218 -2.3724
H 3.1844 -1.9838 -0.8533
H 2.9319 -0.9917 -4.8031
H 3.8713 -2.8877 -4.0772
O -0.9396 -0.3703 -1.9468
C -1.5362 -1.4990 -2.4159
C 0.0190 -3.1982 -1.3470
C -1.2847 -2.8105 -1.6415
H 0.8143 -2.4566 -1.4408
C 0.3038 -4.5272 -1.0069
H -2.6336 -1.3573 -2.3737
C -2.3395 -3.6872 -1.3819
H 1.3432 -4.8376 -0.8602
C -0.7410 -5.4501 -0.9014
C -2.0701 -5.0185 -1.0341
H -3.3674 -3.3352 -1.4956
H -0.5246 -6.5043 -0.7130
H -2.8918 -5.7212 -0.8985
Si -0.6451 4.9791 -2.4628
Cl -1.1098 3.0329 -3.2917
C 1.2007 5.0196 -2.2073
C -1.7019 4.9884 -0.9191
C -1.1095 6.3835 -3.5885
H 1.7206 4.0523 -2.0877
H 1.4237 5.6633 -1.3440
H 1.6447 5.4848 -3.1018
H -0.3857 6.5018 -4.4063
H -1.0744 7.3103 -2.9960
H -2.1209 6.2905 -4.0029
H -1.7465 4.0323 -0.3670
H -2.7288 5.2773 -1.2066
H -1.3087 5.7472 -0.2248
C 1.6321 0.4717 6.4723
Si 0.0579 -0.0714 5.5991
C -0.4186 -1.7465 6.3190
C -1.3592 1.1243 5.8967
C 0.3450 -0.1658 3.8035
C 0.3902 -0.2925 2.5589
H 1.5067 0.4005 7.5622
H 1.9227 1.5011 6.2249
H 2.4651 -0.1850 6.1835
H -0.5665 -1.6752 7.4086
H -1.3513 -2.1221 5.8738
H 0.3607 -2.5011 6.1385
H -1.1983 2.1075 5.4377
H -2.2893 0.7216 5.4732
H -1.5089 1.2607 6.9758

Summary:
* energy above the lowest of the compared OMol25 structures with the same formula, charge and spin: 184.9 kJ/mol
* calculated total energy: -3088.18641 a.u.
* net charge: -1


C4H11N3O as an isolated structure. Source: the Open Molecules 2025 dataset; level of theory: ωB97M-V/def2-TZVPD.

CARTESIAN COORDINATES (ANGSTROEM)
C -1.7254 0.4988 -0.6734
N 0.7473 1.2988 -0.4236
C -0.3175 0.0497 -0.9346
N 1.9669 1.2983 -1.1625
O 0.0860 -0.4944 -1.9380
H 0.3648 2.2411 -0.3643
H 1.7172 1.1678 -2.1434
H 2.4437 0.4361 -0.8974
H -1.8227 0.9882 0.2937
H -2.3824 -0.3683 -0.7079
H -2.0308 1.1873 -1.4678
C -0.4025 -0.9555 2.0955
C 0.2290 -1.0218 0.7246
N 0.8730 -2.0663 0.4074
H 1.1462 -2.0493 -0.5824
H 0.8187 0.5874 0.4483
H -0.1599 -1.8477 2.6760
H -0.0615 -0.0692 2.6379
H -1.4901 -0.8810 2.0119

Summary:
* energy above the lowest of the compared OMol25 structures with the same formula, charge and spin: 465.5 kJ/mol
* calculated total energy: -398.37686 a.u.
* net charge: 0


An isolated ion of composition C5H12BN2O2 and charge +1. Source: the Open Molecules 2025 dataset; level of theory: ωB97M-V/def2-TZVPD.

CARTESIAN COORDINATES (ANGSTROEM)
C 0.4783 -2.0874 1.2686
N 0.3454 -1.1194 0.1880
C 0.8520 -1.1566 -1.0671
C 0.4241 -0.0845 -1.7618
N -0.5449 0.6593 -0.9481
C -1.8777 0.6078 -1.5586
C -0.3030 0.1215 0.4446
B 0.6398 1.1418 1.3139
O 1.1691 0.6563 2.4062
O 0.7786 2.2998 0.7182
H 1.0019 -1.6472 2.1728
H -0.4498 -2.5172 1.4933
H 1.1122 -2.8987 0.8015
H 1.4474 -1.9587 -1.3909
H 0.4675 0.1679 -2.8427
H -0.4420 1.6190 -0.6828
H -1.8436 -0.3643 -2.2806
H -2.6521 0.6911 -0.7512
H -2.1849 1.4769 -2.2678
H -1.3730 -0.0342 0.8930
H 1.6653 1.3950 2.8627
H 1.2895 3.0315 0.9889

Summary:
* energy above the lowest of the compared OMol25 structures with the same formula, charge and spin: 8.6 kJ/mol
* calculated total energy: -482.35328 a.u.
* net charge: +1
* structure (SMILES): CN1C=C[N@@H+](C)[C@@H]1B(O)O


A 10-piece molecular cluster, C5H32N2O9 overall. Source: the Open Molecules 2025 dataset; level of theory: ωB97M-V/def2-TZVPD.

CARTESIAN COORDINATES (ANGSTROEM)
C 0.8390 0.2697 0.3750
C 0.6501 -0.2938 -1.0229
C 0.6338 -1.8450 -1.1591
C -0.6824 -2.5027 -1.6566
C -0.6829 -2.2323 -3.1442
N -2.1474 -2.1974 -3.5194
N 1.4841 1.5766 0.3266
H -0.1009 0.3426 0.9629
H 1.2687 -0.4279 1.1223
H 1.5783 0.0218 -1.5449
H -0.2136 0.2038 -1.4815
H 0.6960 -2.1864 -0.1126
H 1.4658 -2.2094 -1.7355
H -0.5630 -3.5063 -1.2804
H -1.5169 -2.0687 -1.0900
H -0.2944 -1.2700 -3.4900
H -0.1582 -2.9381 -3.7962
H -2.6977 -2.8422 -2.9552
H -2.4610 -1.2200 -3.6416
H 1.6865 1.9325 -0.6020
H 2.3496 1.5193 0.8468
H 0.1124 1.4848 3.4240
H -1.1963 1.0316 3.9339
O -0.5140 1.6995 4.1177
H -0.8894 2.8135 -1.2297
H -1.9676 3.5225 -2.0494
O -1.2448 2.8781 -2.1249
H -0.0453 -1.2394 4.4778
H 0.9341 -0.2760 4.2978
O 0.9364 -1.2429 4.4178
H -0.2427 -1.4204 2.4012
H -1.8705 -1.3249 2.3007
O -1.0650 -1.0865 2.7719
H -0.9615 4.7327 0.7866
H -0.2148 3.6587 1.3700
O -0.6617 3.8459 0.5436
H 3.9340 -0.3482 0.0616
H 4.4312 -1.6438 -0.6807
O 4.2632 -1.2358 0.1738
H -1.4428 0.8827 -4.3335
H -1.7352 1.2546 -2.9573
O -2.1483 0.7263 -3.6903
H -2.6700 0.4042 0.7756
H -2.7151 -0.6732 -0.4037
O -2.8553 -0.5083 0.5491
H 2.8582 1.9857 2.7225
H 3.2105 0.5946 3.5188
O 2.6269 1.3579 3.4232

Summary:
* spin multiplicity: 2
* energy above the lowest of the compared OMol25 structures with the same formula, charge and spin: 0.0 kJ/mol
* calculated total energy: -995.99873 a.u.
* net charge: +1


A 10-piece molecular cluster, C23H37IN9O2P2 overall. Source: the Open Molecules 2025 dataset; level of theory: ωB97M-V/def2-TZVPD.

CARTESIAN COORDINATES (ANGSTROEM)
C 0.3947 -3.1470 -2.5900
C 0.4144 -2.9431 -1.3794
P 0.6590 -2.0900 0.2541
C 0.0368 -0.2976 0.1585
C 1.2299 0.7193 -0.1973
C 0.7767 2.2457 0.0188
I 1.8411 0.5382 -2.3026
P 2.7857 -2.2754 0.8144
O 3.1203 -1.3169 2.2006
O 3.8114 -1.6869 -0.3845
H 0.5194 -3.2304 -3.7072
H -0.0847 -2.8284 1.2391
H -0.7129 -0.1827 -0.6841
H -0.3610 0.0495 1.1612
H 2.1289 0.5770 0.4889
H 1.5837 2.9038 -0.4446
H -0.1722 2.4731 -0.5670
H 0.6707 2.4987 1.1223
H 2.2611 -1.3350 2.6952
H 4.3315 -0.9366 -0.0184
C -0.2922 2.7644 4.4172
C -0.0697 1.3554 3.9916
N 0.1030 0.2611 3.6614
H 0.5021 3.3992 4.0285
H -1.2501 3.1197 4.0364
H -0.2966 2.8262 5.5054
C 4.4339 3.9436 -3.0840
C 4.4095 4.9549 -1.9923
N 4.3899 5.7397 -1.1455
H 4.7523 4.4101 -4.0164
H 5.1292 3.1424 -2.8319
H 3.4378 3.5211 -3.2193
C -1.8591 -6.2214 -0.7435
C -1.8711 -5.2209 0.3595
N -1.8820 -4.4432 1.2163
H -1.5349 -5.7485 -1.6694
H -1.1750 -7.0318 -0.5002
H -2.8601 -6.6297 -0.8848
C 1.0640 5.5055 7.2584
C 0.9051 5.5215 5.7750
N 0.7820 5.5341 4.6253
H 1.8758 6.1710 7.5505
H 0.1434 5.8384 7.7320
H 1.2928 4.4980 7.5951
C -2.7714 -4.0441 -4.3565
C -3.7060 -4.9141 -3.5897
N -4.4291 -5.5898 -2.9942
H -3.2890 -3.6019 -5.2071
H -2.3969 -3.2466 -3.7153
H -1.9294 -4.6340 -4.7201
C -0.4121 -10.4502 -1.5065
C -0.7442 -9.1696 -2.1891
N -1.0026 -8.1760 -2.7186
H -0.5799 -11.2860 -2.1858
H 0.6337 -10.4456 -1.1987
H -1.0424 -10.5749 -0.6257
C -0.6315 6.1984 11.4388
C 0.2575 5.4633 10.4982
N 0.9481 4.8927 9.7683
H -0.7371 7.2343 11.1158
H -1.6156 5.7299 11.4610
H -0.2053 6.1797 12.4419
C -1.2899 1.1547 -4.9049
C -1.2926 -0.3108 -5.1684
N -1.2963 -1.4499 -5.3652
H -2.3139 1.5259 -4.8508
H -0.7880 1.3568 -3.9580
H -0.7644 1.6774 -5.7049
C -2.7078 2.9815 -8.1573
C -1.6173 3.6905 -7.4322
N -0.7712 4.2389 -6.8683
H -2.6084 3.1481 -9.2299
H -2.6520 1.9110 -7.9565
H -3.6769 3.3561 -7.8269

Summary:
* energy above the lowest of the compared OMol25 structures with the same formula, charge and spin: 0.0 kJ/mol
* calculated total energy: -2521.86478 a.u.
* net charge: +1


Which formula does entry 4 have?
C5H12BN2O2